1.
C5H13NO2 | ωB97M-V/def2-TZVPD

Each line ends with the Mulliken charge.
Atoms and positions in Å:
N  -0.62  1.05  1.11  -0.97
C  -0.68  -0.26  1.05  0.43
C  -0.24  -0.95  -0.04  -0.72
C  0.14  -0.57  -1.38  -0.85
C  -0.80  -0.19  -2.22  -0.40
C  -1.23  -1.18  2.22  -1.45
H  -0.31  1.56  1.94  0.35
H  -0.40  1.58  0.20  0.35
H  -0.24  -2.09  0.19  0.02
H  1.07  -0.95  -1.72  0.60
H  -0.82  -0.27  -3.33  0.42
H  -1.69  0.08  -1.79  0.29
H  -1.89  -2.03  1.78  0.35
H  -1.63  -0.65  3.12  0.44
H  -0.37  -1.69  2.76  0.31
H  0.93  1.30  -3.71  0.33
H  1.03  1.33  -2.08  0.32
O  1.11  1.76  -2.86  -0.76
H  2.86  1.18  1.83  0.46
H  1.83  0.18  1.12  0.22
O  1.94  0.80  1.81  -0.76

The energy above the lowest of the compared OMol25 structures with the same formula, charge and spin is 381.7 kJ/mol. The value obtained for the HOMO energy (spin up / spin down) is 0.033 / -0.140 Eh. As for the spin multiplicity: 2. As for the expectation value of S²: 0.7521. As for the net charge: -1. The orbital gap (spin up / spin down) comes out at 2.90 / 7.48 eV.

---

2.
C2N6O2 | ωB97M-V/def2-TZVPD

Each line ends with the Mulliken charge.
Atoms and positions in Å:
C  1.12  0.51  0.91  0.44
C  -1.82  -0.32  0.14  0.36
N  0.37  1.26  1.32  -0.38
N  -2.19  -1.22  0.73  -0.27
N  2.54  -1.83  -1.07  -0.46
N  2.18  -1.14  -0.27  1.05
N  1.95  -0.45  0.64  -0.63
N  -1.52  0.77  -0.66  0.76
O  -1.78  1.81  -0.11  -0.39
O  -0.85  0.60  -1.65  -0.48

The energy above the lowest of the compared OMol25 structures with the same formula, charge and spin is 310.3 kJ/mol. The value obtained for the HOMO energy is -0.407 Eh. As for the net charge: 0. The orbital gap comes out at 9.46 eV.

---

3.
C2H2BrFO | ωB97M-V/def2-TZVPD

Each line ends with the Mulliken charge.
Atoms and positions in Å:
C  0.70  0.81  -0.44  0.05
C  -0.42  -0.59  0.48  -0.01
O  1.31  1.61  0.12  -0.33
F  -0.07  -1.64  -0.27  -0.20
Br  -2.32  -0.32  0.19  -0.11
H  0.73  0.70  -1.61  0.28
H  0.06  -0.56  1.52  0.32

The energy above the lowest of the compared OMol25 structures with the same formula, charge and spin is 129.9 kJ/mol. The value obtained for the HOMO energy is -0.340 Eh. As for the net charge: 0. The orbital gap comes out at 9.80 eV.

---

4.
C21H21N5O5S2 | ωB97M-V/def2-TZVPD

Each line ends with the Mulliken charge.
Atoms and positions in Å:
C  -3.88  -3.81  -1.13  -0.72
O  -3.46  -3.56  0.19  -0.50
C  -2.22  -3.05  0.39  1.13
C  -1.97  -2.53  1.67  -0.96
C  -0.77  -1.92  1.94  0.00
C  0.22  -1.85  0.97  -0.99
N  1.40  -1.10  1.26  0.85
C  2.69  -1.71  1.50  -0.89
C  3.62  -0.53  1.86  0.18
C  4.79  -0.31  0.91  -0.05
O  5.93  -0.53  1.23  -0.64
N  4.53  0.27  -0.32  -0.04
C  3.33  0.38  -0.96  0.27
N  2.57  -0.61  -1.25  -0.61
N  1.42  -0.28  -1.80  -0.13
C  1.25  0.99  -1.95  0.49
S  -0.19  1.69  -2.59  -0.19
C  -1.21  0.20  -2.75  -0.77
C  -2.31  0.05  -1.69  0.70
O  -3.37  -0.46  -2.01  -0.73
N  -2.02  0.49  -0.47  0.57
C  -3.02  0.55  0.58  -0.33
C  -3.16  1.94  1.09  0.14
C  -3.32  3.13  0.44  -0.52
C  -3.36  4.13  1.45  -0.47
C  -3.23  3.47  2.63  -0.54
O  -3.11  2.14  2.42  -0.35
S  2.62  1.95  -1.43  -0.17
C  2.70  0.69  1.94  -0.93
C  1.38  0.24  1.33  -0.14
O  0.46  0.96  0.98  -0.66
C  0.01  -2.44  -0.26  -0.09
C  -1.21  -3.02  -0.56  -0.62
H  -4.93  -4.08  -1.06  0.26
H  -3.77  -2.92  -1.75  0.24
H  -3.32  -4.64  -1.58  0.31
H  -2.75  -2.59  2.41  0.30
H  -0.60  -1.47  2.91  0.42
H  3.03  -2.24  0.60  0.43
H  2.62  -2.42  2.32  0.47
H  4.10  -0.72  2.82  0.61
H  5.37  0.54  -0.83  0.30
H  -0.53  -0.66  -2.70  0.22
H  -1.69  0.24  -3.73  0.57
H  -1.09  0.80  -0.19  -0.03
H  -2.74  -0.11  1.41  -0.10
H  -3.96  0.19  0.13  0.57
H  -3.39  3.28  -0.62  0.53
H  -3.48  5.18  1.31  0.44
H  -3.22  3.81  3.65  0.47
H  3.08  1.58  1.44  0.37
H  2.49  0.97  2.97  0.41
H  0.79  -2.42  -1.01  0.53
H  -1.36  -3.44  -1.54  0.40

The energy above the lowest of the compared OMol25 structures with the same formula, charge and spin is 7.4 kJ/mol. The value obtained for the HOMO energy is -0.305 Eh. As for the net charge: 0. The orbital gap comes out at 8.36 eV. The SMILES is COc1ccc(N2C[C@@H](C(=O)Nc3nnc(SCC(=O)NCc4ccco4)s3)CC2=O)cc1.

---

5.
C26H44F5N2O9P2 | ωB97M-V/def2-TZVPD

Each line ends with the Mulliken charge.
Atoms and positions in Å:
C  4.90  -1.94  0.24  -1.07
C  3.78  -0.76  0.37  -0.17
C  3.61  -0.31  1.90  -0.40
O  2.86  0.93  2.11  -0.36
C  1.88  1.16  1.13  0.34
C  1.75  2.50  0.38  -0.54
N  0.62  2.42  -0.54  0.01
C  0.08  1.08  -0.41  -0.32
C  -1.17  0.56  -1.29  0.95
F  -1.63  1.58  -2.16  -0.29
F  -0.62  -0.49  -2.13  -0.28
C  -2.30  -0.13  -0.41  0.04
C  -3.13  0.71  0.61  -0.53
C  -4.24  0.06  1.52  -0.63
C  -4.52  -1.48  1.43  -0.37
C  -3.68  -2.33  0.41  0.27
C  -3.91  -3.90  0.29  0.73
F  -5.26  -4.26  0.61  -0.20
F  -3.74  -4.30  -1.08  -0.25
F  -2.97  -4.59  1.11  -0.23
C  -2.60  -1.67  -0.51  -0.30
N  0.81  0.33  0.60  0.13
H  4.99  -2.13  -0.89  0.33
H  5.89  -1.68  0.75  0.24
H  4.51  -2.93  0.70  0.34
H  3.96  0.10  -0.36  0.31
H  2.79  -1.26  0.05  0.20
H  4.68  -0.11  2.31  0.28
H  3.18  -1.13  2.58  0.24
H  2.46  3.36  0.59  0.41
H  0.32  3.20  -1.14  0.29
H  -2.93  1.84  0.70  0.31
H  -4.85  0.68  2.25  0.35
H  -5.31  -1.93  2.11  0.34
H  -2.03  -2.31  -1.26  0.40
H  0.64  -0.63  0.94  0.39
O  8.53  -0.01  -0.03  -0.67
P  9.82  0.78  0.20  1.11
O  9.12  2.00  1.09  -0.29
C  8.83  1.73  2.45  -0.30
C  10.08  1.74  3.30  -1.01
O  9.80  1.48  -1.31  -0.36
C  9.20  0.81  -2.41  -0.38
C  7.80  1.33  -2.65  -1.03
O  11.33  1.55  0.46  -0.43
C  11.78  2.71  -0.23  -0.18
C  10.93  3.95  -0.05  -0.88
H  8.30  0.78  2.54  0.24
H  8.15  2.52  2.79  0.31
H  10.74  0.91  3.04  0.30
H  9.83  1.66  4.36  0.41
H  10.65  2.66  3.15  0.20
H  9.22  -0.27  -2.28  0.34
H  9.82  1.02  -3.29  0.33
H  7.20  1.33  -1.73  0.22
H  7.28  0.73  -3.40  0.37
H  7.83  2.37  -2.99  0.30
H  11.94  2.48  -1.29  0.25
H  12.78  2.93  0.17  0.37
H  9.95  3.85  -0.52  0.21
H  11.42  4.82  -0.50  0.40
H  10.76  4.16  1.01  0.19
O  -9.72  -0.04  -2.57  -0.71
P  -9.11  -0.39  -1.21  1.03
O  -9.34  -2.02  -1.34  -0.25
C  -8.42  -2.76  -2.14  -0.65
C  -7.09  -2.92  -1.44  -0.70
O  -10.47  0.03  -0.36  -0.42
C  -11.36  1.04  -0.84  -0.37
C  -12.54  0.41  -1.55  -1.10
O  -8.34  -0.68  0.30  -0.26
C  -9.03  -0.97  1.51  -0.18
C  -9.87  -2.24  1.50  -0.95
H  -8.29  -2.26  -3.11  0.32
H  -8.87  -3.74  -2.33  0.33
H  -6.58  -1.96  -1.33  0.21
H  -6.44  -3.59  -2.01  0.49
H  -7.23  -3.34  -0.44  0.14
H  -10.83  1.75  -1.49  0.35
H  -11.72  1.61  0.02  0.34
H  -12.22  -0.33  -2.30  0.29
H  -13.15  1.16  -2.05  0.37
H  -13.17  -0.13  -0.84  0.30
H  -9.62  -0.11  1.83  0.29
H  -8.25  -1.10  2.27  0.35
H  -10.73  -2.15  0.84  0.22
H  -10.24  -2.45  2.50  0.43
H  -9.28  -3.09  1.15  0.18

The value obtained for the HOMO energy is -0.416 Eh. As for the net charge: +1. The orbital gap comes out at 7.25 eV.

---

6.
C60H72N5O37P | ωB97M-V/def2-TZVPD

Each line ends with the Mulliken charge.
Atoms and positions in Å:
C  -11.29  1.71  2.39  -0.57
C  -12.32  2.08  3.22  0.54
C  -12.23  3.07  4.32  0.19
O  -13.09  3.31  5.15  -0.57
C  -10.88  3.56  4.35  -0.47
C  -9.85  3.26  3.52  0.22
C  -9.98  2.31  2.45  0.81
O  -9.08  1.81  1.79  -0.60
O  -8.67  3.92  3.55  -0.51
O  -13.49  1.38  3.06  -0.53
H  -11.55  0.95  1.66  0.42
H  -10.56  4.34  5.02  0.40
H  -7.99  3.34  3.19  0.34
H  -13.89  1.22  3.91  0.33
C  3.74  5.85  -7.70  -0.88
C  3.97  4.59  -8.12  0.48
C  5.29  4.04  -8.51  0.72
O  5.53  2.88  -8.78  -0.59
C  6.35  5.06  -8.58  -0.77
C  6.16  6.33  -8.20  0.53
C  4.76  6.88  -7.70  0.66
O  4.71  8.05  -7.34  -0.59
O  7.15  7.30  -8.29  -0.53
O  3.00  3.67  -7.98  -0.52
H  2.75  6.15  -7.38  0.42
H  7.24  4.74  -9.10  0.38
H  6.94  8.21  -8.05  0.35
H  3.23  2.74  -8.09  0.35
C  -2.00  8.75  1.44  -0.88
C  -0.86  9.50  1.53  0.46
C  -0.14  9.96  0.26  0.85
O  0.76  10.76  0.28  -0.58
C  -0.60  9.38  -1.00  -0.82
C  -1.68  8.57  -0.99  0.41
C  -2.50  8.15  0.14  0.75
O  -3.48  7.37  0.08  -0.63
O  -2.06  7.94  -2.12  -0.53
O  -0.34  9.95  2.66  -0.53
H  -2.54  8.61  2.36  0.39
H  -0.05  9.46  -1.92  0.42
H  -2.97  7.65  -2.06  0.34
H  0.51  10.37  2.59  0.35
C  -5.79  -1.81  -10.17  -0.79
C  -5.42  -3.07  -9.83  0.79
C  -5.96  -4.30  -10.50  0.32
O  -5.66  -5.50  -10.35  -0.55
C  -6.74  -3.94  -11.68  -0.37
C  -7.02  -2.70  -12.15  0.29
C  -6.62  -1.51  -11.36  0.55
O  -6.96  -0.36  -11.68  -0.60
O  -7.67  -2.44  -13.32  -0.52
O  -4.57  -3.34  -8.78  -0.48
H  -5.40  -1.05  -9.52  0.29
H  -6.98  -4.70  -12.41  0.40
H  -8.46  -1.91  -13.18  0.34
H  -4.33  -2.60  -8.22  0.32
C  -10.56  0.60  -4.19  -0.60
C  -11.66  1.30  -4.45  0.33
C  -11.67  2.83  -4.76  0.62
O  -12.69  3.47  -4.88  -0.57
C  -10.32  3.35  -4.98  -0.82
C  -9.23  2.55  -4.91  0.45
C  -9.22  1.07  -4.59  0.68
O  -8.31  0.31  -4.46  -0.57
O  -8.03  3.00  -5.43  -0.51
O  -12.84  0.73  -4.17  -0.51
H  -10.60  -0.45  -3.95  0.43
H  -10.28  4.34  -5.43  0.40
H  -7.41  2.28  -5.29  0.33
H  -13.53  1.39  -4.07  0.35
C  0.74  -0.90  -0.23  -0.70
C  0.46  -0.87  -1.52  0.51
C  -0.73  -0.16  -2.08  0.60
O  -1.21  -0.04  -3.19  -0.58
C  -1.53  0.47  -0.96  -0.77
C  -1.21  0.36  0.35  0.42
C  0.10  -0.15  0.83  0.67
O  0.55  -0.06  1.95  -0.61
O  -2.01  0.83  1.36  -0.52
O  1.35  -1.47  -2.38  -0.51
H  1.69  -1.41  -0.11  0.40
H  -2.50  0.89  -1.21  0.41
H  -1.55  0.68  2.18  0.34
H  1.04  -1.29  -3.27  0.32
C  11.25  -0.74  3.24  -0.69
C  10.68  0.27  3.98  0.62
C  9.19  0.46  4.24  0.35
O  8.63  1.19  5.06  -0.55
C  8.43  -0.45  3.33  -0.72
C  9.04  -1.41  2.56  0.37
C  10.45  -1.73  2.56  0.72
O  11.05  -2.64  2.00  -0.60
O  8.28  -2.26  1.82  -0.53
O  11.42  1.22  4.66  -0.48
H  12.31  -0.83  3.06  0.40
H  7.37  -0.32  3.23  0.44
H  8.78  -3.03  1.52  0.35
H  12.21  0.76  4.96  0.32
C  3.64  -6.98  7.45  0.14
O  3.57  -8.09  8.04  -0.61
N  4.12  -5.81  7.89  0.08
C  3.87  -4.49  7.21  -0.84
C  4.73  -5.74  9.20  -0.88
H  3.10  -6.78  6.50  0.25
H  3.61  -4.77  6.19  0.29
H  4.66  -3.74  7.13  0.30
H  2.99  -4.05  7.68  0.35
H  3.98  -5.68  9.99  0.30
H  5.39  -6.59  9.37  0.30
H  5.28  -4.80  9.27  0.32
C  5.27  6.39  1.11  0.17
O  6.13  6.44  0.29  -0.56
N  4.40  5.35  1.15  0.06
C  4.41  4.27  0.11  -0.92
C  3.57  5.07  2.32  -0.98
H  5.21  7.03  2.00  0.31
H  4.79  3.41  0.67  0.34
H  5.19  4.43  -0.63  0.31
H  3.44  3.96  -0.28  0.28
H  3.45  5.92  2.99  0.32
H  2.54  4.89  2.01  0.32
H  4.01  4.37  3.02  0.34
C  1.54  -3.55  -10.44  0.21
O  1.66  -3.26  -9.24  -0.60
N  1.26  -4.75  -11.00  0.07
C  1.03  -4.93  -12.45  -0.80
C  0.84  -5.88  -10.18  -0.93
H  1.73  -2.81  -11.23  0.24
H  1.43  -4.06  -12.99  0.27
H  -0.02  -5.08  -12.68  0.32
H  1.46  -5.83  -12.89  0.29
H  -0.23  -5.99  -10.36  0.33
H  1.44  -6.77  -10.39  0.30
H  0.94  -5.77  -9.10  0.29
C  4.49  0.49  11.04  0.13
O  5.21  -0.18  11.73  -0.56
N  3.14  0.30  10.95  0.09
C  2.38  1.03  9.97  -0.97
C  2.37  -0.68  11.81  -0.91
H  4.99  1.19  10.35  0.31
H  1.60  0.42  9.50  0.30
H  2.91  1.43  9.11  0.33
H  1.83  1.78  10.53  0.33
H  1.76  -1.26  11.13  0.33
H  3.08  -1.37  12.26  0.32
H  1.65  -0.32  12.55  0.29
C  -4.93  0.37  10.08  0.14
O  -4.08  0.69  9.23  -0.60
N  -4.94  0.79  11.37  0.09
C  -5.59  0.02  12.40  -0.88
C  -4.06  1.84  11.80  -0.90
H  -5.79  -0.28  9.88  0.29
H  -6.54  -0.40  12.07  0.33
H  -5.87  0.70  13.20  0.29
H  -4.96  -0.78  12.80  0.31
H  -4.61  2.50  12.46  0.31
H  -3.27  1.38  12.40  0.33
H  -3.66  2.37  10.93  0.30
C  7.47  -9.32  2.09  -0.65
O  6.31  -9.40  1.23  -0.31
P  6.50  -9.40  -0.40  0.96
O  7.36  -8.25  -0.89  -0.64
O  4.96  -9.43  -0.91  -0.30
C  4.02  -8.44  -0.66  -0.74
O  7.02  -10.91  -0.78  -0.27
C  7.83  -10.99  -1.91  -0.65
H  7.55  -10.28  2.60  0.27
H  7.39  -8.50  2.81  0.25
H  8.38  -9.26  1.50  0.30
H  3.32  -8.78  0.11  0.30
H  3.41  -8.11  -1.50  0.30
H  4.33  -7.46  -0.30  0.32
H  7.48  -10.36  -2.72  0.31
H  8.07  -12.03  -2.15  0.25
H  8.78  -10.52  -1.64  0.29

The value obtained for the HOMO energy is -0.342 Eh. As for the net charge: 0. The orbital gap comes out at 7.24 eV.

---

7.
C5H15N3 | ωB97M-V/def2-TZVPD

Each line ends with the Mulliken charge.
Atoms and positions in Å:
C  2.29  1.36  -0.95  -1.14
C  1.25  0.31  -1.19  -0.56
C  0.93  -0.74  -0.31  0.18
N  1.62  -0.88  0.91  -0.67
H  1.93  2.37  -1.18  0.24
H  3.18  1.18  -1.57  0.33
H  2.66  1.38  0.07  0.29
H  0.97  0.15  -2.22  0.38
H  0.70  -1.70  -0.76  0.30
H  1.89  0.00  1.34  0.24
H  1.05  -1.38  1.59  0.32
C  -1.87  -1.06  -0.56  -1.17
N  -0.95  -0.47  0.42  0.27
C  -1.08  1.31  0.23  -0.97
N  -1.26  -0.98  1.72  -0.75
H  -2.91  -0.82  -0.33  0.38
H  -1.77  -2.15  -0.55  0.39
H  -1.61  -0.68  -1.54  0.39
H  -0.32  1.72  0.89  0.32
H  -1.06  1.73  -0.77  0.35
H  -2.09  1.42  0.64  0.44
H  -1.88  -1.78  1.74  0.22
H  -1.66  -0.30  2.36  0.21

The energy above the lowest of the compared OMol25 structures with the same formula, charge and spin is 489.6 kJ/mol. The value obtained for the HOMO energy is -0.230 Eh. As for the net charge: 0. The orbital gap comes out at 6.98 eV. The SMILES is C/C=C\N.CN(C)N.

---

8.
C13H25N8O | ωB97M-V/def2-TZVPD

Each line ends with the Mulliken charge.
Atoms and positions in Å:
C  -1.18  -2.25  1.62  -1.40
C  -0.77  -1.58  0.31  -0.03
C  -1.30  -0.13  0.26  0.27
O  -0.53  0.80  0.49  -0.71
N  -2.58  0.06  -0.02  0.33
C  -3.57  -0.95  -0.33  -0.58
C  -4.70  -0.34  -1.16  -0.97
N  -5.42  0.63  -0.36  -0.30
C  -4.56  1.39  0.53  -0.92
C  -3.11  1.43  0.05  -0.49
N  0.66  -1.54  0.21  0.85
C  1.42  -1.42  -0.90  0.08
C  2.72  -1.33  -0.44  0.20
C  3.99  -1.13  -1.18  -1.17
C  4.17  0.34  -1.61  -0.35
C  4.62  1.26  -0.46  -1.11
N  3.80  1.15  0.74  -0.13
C  2.52  1.49  0.83  0.65
N  1.91  2.20  -0.11  -0.30
N  1.84  1.20  1.94  -0.39
N  2.66  -1.41  0.91  -0.54
N  1.44  -1.53  1.28  -0.79
H  -2.26  -2.34  1.69  0.35
H  -0.75  -3.25  1.67  0.44
H  -0.81  -1.68  2.46  0.35
H  -1.15  -2.15  -0.55  0.44
H  -4.01  -1.35  0.59  0.27
H  -3.12  -1.77  -0.89  0.49
H  -4.26  0.08  -2.08  0.35
H  -5.39  -1.13  -1.46  0.43
H  -5.98  1.22  -0.95  0.29
H  -4.58  0.93  1.52  0.26
H  -4.93  2.41  0.63  0.45
H  -3.04  1.89  -0.94  0.24
H  -2.48  2.00  0.74  0.41
H  1.00  -1.42  -1.89  0.51
H  3.98  -1.75  -2.08  0.39
H  4.82  -1.44  -0.55  0.37
H  3.24  0.69  -2.05  0.29
H  4.94  0.39  -2.38  0.40
H  4.63  2.30  -0.80  0.30
H  5.64  0.99  -0.17  0.47
H  4.13  0.48  1.43  0.38
H  0.91  2.32  -0.05  0.18
H  2.40  2.51  -0.94  0.22
H  2.20  0.51  2.58  0.35
H  0.83  1.25  1.87  0.17

The value obtained for the HOMO energy is -0.422 Eh. As for the net charge: +1. The orbital gap comes out at 9.42 eV. The SMILES is C[C@@H](C(=O)N1CCNCC1)n1cc(CCCNC(N)=[NH2+])nn1.